Here is C28H64Cl6Cu3NO16P3 as an isolated structure in a non-equilibrium geometry from OMol25. Energies are from ωB97M-V with the def2-TZVPD basis set.

Output
- Max |F|: 0.050 Eh/bohr
- Kohn-Sham gap: 7.506 eV
- E: -11070.7385 Ha

```
! wB97M-V def2-TZVPD RIJCOSX def2/J DEFGRID3
* xyz 1 1
Cu 0.67 -1.80 0.52
Cu -1.11 0.91 -2.73
Cu 0.70 2.84 1.22
C 0.24 0.71 -0.31
O 0.12 -0.25 -1.15
O 0.82 0.53 0.81
O -0.32 1.83 -0.61
C 1.81 4.22 -1.33
O 1.34 4.65 -0.29
N 2.88 4.69 -1.97
C 3.45 3.96 -3.10
C 3.70 5.75 -1.42
H 1.39 3.36 -1.89
H 4.41 3.48 -2.88
H 3.70 4.72 -3.84
H 2.82 3.16 -3.47
H 3.66 6.69 -1.98
H 3.50 5.93 -0.37
H 4.74 5.44 -1.53
Cl -1.34 -1.83 2.44
C -0.91 -0.39 3.40
C -1.63 -0.39 4.73
Cl -1.01 -1.69 5.75
H -1.23 0.47 2.82
H 0.17 -0.41 3.54
H -2.71 -0.45 4.64
H -1.52 0.52 5.33
Cl 2.46 -2.59 -4.68
C 1.87 -1.38 -3.51
C 2.44 -0.03 -3.85
Cl 4.19 0.05 -3.60
H 2.06 -1.67 -2.48
H 0.79 -1.37 -3.64
H 1.90 0.74 -3.29
H 2.24 0.27 -4.88
Cl -4.05 5.01 -2.48
C -2.99 4.05 -1.43
C -2.10 4.94 -0.58
Cl -3.02 6.17 0.37
H -2.30 3.48 -2.05
H -3.55 3.34 -0.83
H -1.43 5.55 -1.17
H -1.55 4.34 0.14
C 3.69 1.23 -0.32
C 3.98 0.40 0.90
O 4.62 1.19 1.93
P 3.91 2.28 2.83
O 2.70 2.89 2.26
O 3.69 1.57 4.26
C 2.98 0.34 4.29
C 2.94 -0.16 5.72
O 5.05 3.32 3.18
C 5.31 4.40 2.27
C 4.55 5.66 2.66
H 4.63 1.42 -0.83
H 3.06 0.63 -0.99
H 3.14 2.14 -0.09
H 3.08 -0.01 1.37
H 4.66 -0.41 0.68
H 1.94 0.47 3.96
H 3.49 -0.42 3.69
H 2.49 0.60 6.37
H 2.38 -1.09 5.82
H 3.93 -0.32 6.14
H 6.38 4.62 2.34
H 5.16 4.10 1.23
H 3.49 5.43 2.56
H 4.77 5.94 3.69
H 4.82 6.46 1.98
C -1.04 -3.50 -3.32
C -0.42 -4.85 -3.02
O -0.95 -5.40 -1.81
P -0.11 -5.26 -0.45
O 0.37 -3.91 -0.10
O -1.08 -5.83 0.64
C -1.76 -7.11 0.46
C -3.21 -6.97 0.87
O 1.04 -6.33 -0.71
C 1.78 -6.91 0.37
C 2.95 -6.03 0.82
H -0.90 -2.80 -2.49
H -0.63 -3.11 -4.25
H -2.12 -3.62 -3.47
H -0.51 -5.55 -3.84
H 0.66 -4.68 -2.91
H -1.69 -7.43 -0.57
H -1.27 -7.82 1.13
H -3.36 -6.75 1.93
H -3.72 -6.19 0.29
H -3.76 -7.86 0.58
H 1.15 -7.21 1.21
H 2.16 -7.86 -0.02
H 3.80 -6.24 0.18
H 2.72 -4.97 0.70
H 3.16 -6.25 1.87
C -3.38 2.51 2.05
C -3.28 1.37 1.03
O -4.46 1.38 0.24
P -4.41 0.55 -1.12
O -3.36 0.97 -2.07
O -4.27 -0.93 -0.60
C -3.69 -1.95 -1.40
C -3.58 -3.24 -0.59
O -5.85 0.63 -1.72
C -6.29 1.82 -2.41
C -7.61 1.59 -3.08
H -2.47 2.56 2.67
H -3.47 3.50 1.61
H -4.23 2.33 2.71
H -2.31 1.49 0.52
H -3.21 0.46 1.64
H -4.26 -2.12 -2.32
H -2.70 -1.66 -1.75
H -3.08 -3.00 0.35
H -4.57 -3.65 -0.41
H -3.09 -4.02 -1.17
H -6.34 2.61 -1.65
H -5.55 2.18 -3.13
H -8.02 2.58 -3.33
H -7.52 1.07 -4.03
H -8.38 1.20 -2.41
*
```

Results of the Löwdin charge analysis, in e, for atoms 1 through 99:
1 Cu 0.39
2 Cu 0.56
3 Cu 0.47
4 C -0.91
5 O -0.09
6 O -0.08
7 O -0.09
8 C -0.33
9 O 0.00
10 N -0.17
11 C -0.05
12 C -0.02
13 H 0.13
14 H 0.09
15 H 0.10
16 H 0.07
17 H 0.10
18 H 0.08
19 H 0.09
20 Cl 0.67
21 C -0.63
22 C -0.66
23 Cl 0.58
24 H 0.05
25 H 0.04
26 H 0.08
27 H 0.08
28 Cl 0.58
29 C -0.67
30 C -0.68
31 Cl 0.60
32 H 0.07
33 H 0.03
34 H 0.05
35 H 0.07
36 Cl 0.59
37 C -0.67
38 C -0.63
39 Cl 0.54
40 H 0.05
41 H 0.04
42 H 0.06
43 H 0.04
44 C -0.07
45 C -0.22
46 O -0.16
47 P 0.43
48 O -0.22
49 O -0.15
50 C -0.28
51 C -0.06
52 O -0.15
53 C -0.26
54 C -0.06
55 H 0.08
56 H 0.06
57 H 0.06
58 H 0.08
59 H 0.13
60 H 0.10
61 H 0.12
62 H 0.08
63 H 0.07
64 H 0.08
65 H 0.12
66 H 0.11
67 H 0.07
68 H 0.08
69 H 0.08
70 C -0.08
71 C -0.24
72 O -0.18
73 P 0.42
74 O -0.24
75 O -0.17
76 C -0.23
77 C -0.06
78 O -0.16
79 C -0.24
80 C -0.05
81 H 0.06
82 H 0.07
83 H 0.08
84 H 0.13
85 H 0.11
86 H 0.12
87 H 0.12
88 H 0.09
89 H 0.07
90 H 0.09
91 H 0.11
92 H 0.12
93 H 0.08
94 H 0.06
95 H 0.08
96 C -0.05
97 C -0.27
98 O -0.15
99 P 0.41

---

Here is a 10-piece molecular cluster, C42H61NO33S2 overall in a non-equilibrium geometry from OMol25. Energies are from ωB97M-V with the def2-TZVPD basis set.

Output
- Max |F|: 0.076 Eh/bohr
- Kohn-Sham gap: 7.985 eV
- E: -4970.9964 Ha

```
! wB97M-V def2-TZVPD RIJCOSX def2/J DEFGRID3
* xyz 0 1
C -1.83 -0.99 0.75
C -3.04 -0.57 1.56
O -3.92 0.17 0.75
C -4.73 -0.62 -0.13
C -4.37 -0.24 -1.57
C -5.53 -0.17 -2.57
C -5.32 0.74 -3.78
C -4.01 1.51 -3.77
C -3.88 2.59 -4.83
S -2.68 3.84 -4.27
C -1.19 2.91 -4.68
S -0.63 2.98 -6.20
N -0.67 2.16 -3.64
C 0.08 2.96 -2.65
C 0.38 2.05 -1.48
O 1.30 1.05 -1.90
C 0.66 0.25 -2.88
C 0.24 1.09 -4.07
O -6.80 0.18 -1.95
C -7.49 -0.91 -1.62
O -8.57 -0.93 -1.06
O -6.79 -2.02 -1.97
C -5.87 -1.61 -2.99
O -6.52 -1.67 -4.22
H -1.36 -0.10 0.35
H -2.13 -1.65 -0.05
H -1.09 -1.48 1.37
H -2.72 0.09 2.35
H -3.56 -1.41 2.03
H -5.76 -0.40 0.13
H -4.49 -1.67 0.04
H -3.82 0.68 -1.50
H -3.67 -0.99 -1.94
H -5.37 0.16 -4.70
H -6.18 1.41 -3.84
H -3.18 0.81 -3.86
H -3.89 1.98 -2.80
H -3.45 2.17 -5.73
H -4.81 3.08 -5.09
H -0.44 3.85 -2.33
H 1.03 3.24 -3.10
H 0.76 2.60 -0.63
H -0.53 1.53 -1.17
H 1.41 -0.46 -3.23
H -0.18 -0.30 -2.44
H -0.26 0.47 -4.81
H 1.15 1.51 -4.49
H -5.06 -2.33 -2.99
H -6.77 -2.58 -4.37
O 0.46 3.70 1.24
C 1.38 3.36 1.91
O 1.65 3.84 3.14
C 2.68 3.04 3.73
C 3.37 2.47 2.51
O 2.30 2.44 1.55
H 3.35 3.65 4.34
H 2.22 2.27 4.35
H 4.16 3.12 2.14
H 3.77 1.47 2.67
O -0.94 -1.87 -2.55
C 0.20 -1.75 -2.24
O 0.63 -1.35 -1.02
C 2.05 -1.55 -0.96
C 2.44 -1.52 -2.42
O 1.25 -2.00 -3.06
H 2.51 -0.75 -0.38
H 2.25 -2.51 -0.48
H 2.66 -0.52 -2.78
H 3.28 -2.17 -2.65
O -11.35 2.51 -5.84
C -11.33 1.81 -4.89
O -10.23 1.13 -4.46
C -10.52 0.58 -3.17
C -12.03 0.50 -3.18
O -12.39 1.56 -4.07
H -10.05 -0.39 -3.04
H -10.15 1.26 -2.40
H -12.40 -0.44 -3.60
H -12.49 0.66 -2.21
O 6.15 3.07 3.25
C 6.94 2.56 2.52
O 7.49 3.16 1.44
C 8.56 2.32 0.98
C 8.16 0.96 1.50
O 7.39 1.31 2.67
H 8.64 2.36 -0.11
H 9.49 2.68 1.41
H 7.51 0.42 0.81
H 9.01 0.34 1.77
O 10.80 -0.29 2.77
C 10.55 -0.13 3.92
O 9.32 0.11 4.42
C 9.39 0.02 5.85
C 10.85 0.31 6.12
O 11.47 -0.16 4.91
H 8.72 0.75 6.30
H 9.09 -0.98 6.16
H 11.06 1.37 6.23
H 11.24 -0.22 6.98
O -11.58 -6.26 1.66
C -10.98 -5.28 1.35
O -9.63 -5.18 1.37
C -9.27 -3.95 0.71
C -10.52 -3.13 0.87
O -11.55 -4.13 0.93
H -8.40 -3.50 1.18
H -9.04 -4.16 -0.33
H -10.53 -2.56 1.80
H -10.69 -2.45 0.04
O 15.08 -5.18 5.77
C 14.82 -4.16 5.23
O 14.08 -3.16 5.77
C 14.19 -2.02 4.92
C 14.55 -2.63 3.59
O 15.24 -3.83 3.98
H 13.25 -1.47 4.90
H 14.98 -1.36 5.30
H 13.67 -2.91 3.00
H 15.20 -2.01 2.98
O 8.40 3.81 6.73
C 8.12 4.86 6.27
O 7.40 5.81 6.90
C 7.46 7.02 6.12
C 7.77 6.49 4.74
O 8.48 5.28 5.03
H 6.52 7.55 6.18
H 8.26 7.65 6.52
H 6.87 6.24 4.17
H 8.39 7.16 4.15
O -8.28 -4.09 -6.04
C -8.41 -4.94 -5.23
O -7.81 -4.92 -4.01
C -8.37 -5.98 -3.22
C -8.88 -6.93 -4.28
O -9.16 -6.05 -5.37
H -7.61 -6.41 -2.58
H -9.17 -5.57 -2.60
H -8.12 -7.65 -4.60
H -9.78 -7.47 -3.98
*
```

Results of the Löwdin charge analysis, in e, for atoms 1 through 99:
1 C -0.07
2 C -0.27
3 O -0.14
4 C -0.16
5 C -0.05
6 C -0.30
7 C -0.08
8 C -0.27
9 C -0.45
10 S 0.85
11 C -1.10
12 S 0.72
13 N -0.18
14 C -0.13
15 C -0.15
16 O -0.09
17 C -0.23
18 C -0.14
19 O 0.12
20 C -0.53
21 O 0.11
22 O 0.11
23 C -0.28
24 O 0.06
25 H 0.07
26 H 0.07
27 H 0.08
28 H 0.12
29 H 0.12
30 H 0.13
31 H 0.12
32 H 0.11
33 H 0.12
34 H 0.12
35 H 0.14
36 H 0.11
37 H 0.09
38 H 0.06
39 H 0.08
40 H 0.12
41 H 0.14
42 H 0.10
43 H 0.13
44 H 0.06
45 H 0.10
46 H 0.13
47 H 0.11
48 H 0.17
49 H 0.09
50 O 0.15
51 C -0.57
52 O 0.07
53 C -0.10
54 C -0.12
55 O 0.06
56 H 0.13
57 H 0.13
58 H 0.11
59 H 0.13
60 O 0.16
61 C -0.66
62 O 0.03
63 C -0.07
64 C -0.11
65 O 0.04
66 H 0.14
67 H 0.14
68 H 0.13
69 H 0.15
70 O 0.17
71 C -0.57
72 O 0.06
73 C -0.12
74 C -0.12
75 O 0.06
76 H 0.12
77 H 0.14
78 H 0.13
79 H 0.13
80 O 0.14
81 C -0.58
82 O 0.07
83 C -0.09
84 C -0.10
85 O 0.06
86 H 0.13
87 H 0.14
88 H 0.14
89 H 0.10
90 O 0.15
91 C -0.57
92 O 0.06
93 C -0.09
94 C -0.09
95 O 0.03
96 H 0.13
97 H 0.14
98 H 0.14
99 H 0.14

---

Here is C6H15InNO2 as an isolated structure in a non-equilibrium geometry from OMol25. Energies are from ωB97M-V with the def2-TZVPD basis set.

Output
- Max |F|: 0.085 Eh/bohr
- ΔE to the lowest compared entry with this formula, charge and spin: 120.94 kJ/mol
- Kohn-Sham gap (alpha / beta): 6.712 / 7.275 eV
- E: -630.8355 Ha

```
! wB97M-V def2-TZVPD RIJCOSX def2/J DEFGRID3
* xyz 4 2
In 11.64 5.96 0.07
C 15.15 7.28 1.86
O 14.60 6.05 1.26
C 14.71 4.90 2.13
C 13.53 4.84 3.18
N 12.29 4.29 2.58
C 11.14 4.25 3.49
C 9.87 3.76 2.87
O 9.68 4.28 1.55
C 8.34 3.98 1.13
H 15.06 8.24 1.34
H 16.19 6.99 1.97
H 14.81 7.44 2.89
H 15.68 4.86 2.62
H 14.84 4.05 1.46
H 13.24 5.76 3.69
H 13.90 4.19 3.97
H 12.56 3.32 2.51
H 10.99 5.23 3.94
H 11.35 3.56 4.32
H 9.09 3.84 3.62
H 9.90 2.69 2.63
H 8.06 4.65 0.33
H 7.61 4.15 1.92
H 8.24 2.91 0.93
*
```

Löwdin analysis output, partial charges in e:
1 In 1.33
2 C 0.14
3 O -0.02
4 C -0.06
5 C -0.04
6 N 0.11
7 C -0.07
8 C -0.08
9 O -0.07
10 C 0.11
11 H 0.15
12 H 0.18
13 H 0.15
14 H 0.18
15 H 0.17
16 H 0.16
17 H 0.20
18 H 0.18
19 H 0.17
20 H 0.20
21 H 0.20
22 H 0.20
23 H 0.15
24 H 0.17
25 H 0.19

---

Which formula does entry 1 have?
C28H64Cl6Cu3NO16P3

---

What is the formula in the third record?
C6H15InNO2